Entry 1:
Density functional theory data (the ωB97M-V functional and the def2-TZVPD basis) for a cluster of 2 separate species, C6H12S2Si in total in a non-equilibrium geometry.

Each line ends with the Mulliken spin population.
Geometry (Å):
C -1.721 2.969 -0.332  0.032
C -0.623 3.365 -0.045  -0.006
C -1.141 -0.219 1.120  0.694
C 0.143 -2.555 -0.197  0.032
C 2.027 -0.451 1.075  0.012
C 0.578 0.463 -1.367  0.049
Si 0.354 -0.758 0.152  -0.037
S -3.013 -1.551 -0.796  0.943
S -2.714 -0.403 0.752  0.327
H -2.702 2.589 -0.456  -0.020
H 0.380 3.855 0.266  -0.001
H -1.174 0.465 2.008  -0.032
H 0.935 -2.822 -0.952  0.005
H 0.631 -2.880 0.828  0.005
H -0.799 -2.942 -0.460  -0.008
H 2.788 -0.476 0.309  0.002
H 2.059 0.627 1.358  -0.002
H 2.212 -1.194 1.924  0.001
H 1.348 1.182 -1.239  0.002
H 0.778 -0.251 -2.301  0.002
H -0.346 0.985 -1.647  -0.001

## Properties
ΔE to the lowest compared entry with this formula, charge and spin = 0.00 kcal per mole
Max |F| = 3.98 eV/A
Net charge = 0
2S+1 = 3
LUMO level (spin up / spin down) = 0.7 / -2.9 eV
HOMO-LUMO gap (spin up / spin down) = 7.437 / 5.971 eV

Entry 2:
Density functional theory data (the ωB97M-V functional and the def2-TZVPD basis) for a cluster of 3 separate species, C5H12O2 in total in a non-equilibrium geometry.

Each line ends with the natural charge from an NBO analysis.
Geometry (Å):
C 0.100 -0.803 0.109  -0.425
C -0.060 -0.463 1.394  -0.144
C -1.384 -0.319 2.157  -0.506
C -2.579 -1.049 1.614  -0.190
C -2.642 -2.395 1.523  -0.374
H 1.047 -0.926 -0.319  0.202
H -0.880 -0.944 -0.440  0.200
H 0.743 -0.302 2.049  0.189
H -1.098 -0.201 3.161  0.237
H -1.635 0.801 2.120  0.220
H -3.400 -0.531 1.270  0.200
H -3.432 -3.085 1.147  0.201
H -1.817 -3.127 1.691  0.191
O 1.592 1.203 -5.820  -0.950
H 1.560 0.619 -5.083  0.473
H 1.379 2.131 -5.561  0.477
O 3.335 2.581 0.644  -0.908
H 3.503 2.258 -0.142  0.450
H 4.008 3.210 0.739  0.459

## Properties
ΔE to the lowest compared entry with this formula, charge and spin = 83.11 kcal per mole
Max |F| = 7.03 eV/A
SMILES = C=CCC=C.O.O
Net charge = 0
LUMO level = 0.5 eV
HOMO-LUMO gap = 9.703 eV

Entry 3:
Density functional theory data (the ωB97M-V functional and the def2-TZVPD basis) for a cluster of 2 separate species, C3H4Cl2NO2P in total in a non-equilibrium geometry.

Each line ends with the natural charge from an NBO analysis.
Geometry (Å):
C -1.554 0.874 0.111  0.094
C -1.703 -0.591 -0.455  -0.156
C 0.309 -0.035 0.128  0.080
N -0.333 1.122 0.273  -0.437
O 2.315 -0.180 -1.651  -1.036
O -0.392 -1.094 -0.316  -0.459
P 2.060 -0.057 -0.222  1.750
Cl 2.659 -1.605 0.810  -0.212
Cl 2.927 1.566 0.557  -0.208
H -2.401 1.605 0.082  0.210
H -2.478 -1.285 -0.088  0.222
H -1.914 -0.238 -1.453  0.208
H 0.506 -0.083 2.225  -0.056

## Properties
ΔE to the lowest compared entry with this formula, charge and spin = 84.05 kcal per mole
Max |F| = 3.31 eV/A
Net charge = 0
LUMO level (spin up / spin down) = -0.8 / -0.8 eV
HOMO-LUMO gap (spin up / spin down) = 7.414 / 8.880 eV

Entry 4:
Density functional theory data (the ωB97M-V functional and the def2-TZVPD basis) for a cluster of 5 separate species, C27H33F12NO12 in total in a non-equilibrium geometry.

Each line ends with the Mulliken charge.
Geometry (Å):
H -4.530 -0.760 1.796  0.215
N -4.344 -1.602 1.245  -0.749
C -4.448 -1.273 0.024  0.991
C -4.783 0.147 -0.401  -1.403
C -4.181 -2.358 -1.016  -0.545
O -3.813 -1.710 -2.241  -0.310
C -2.874 -2.347 -2.974  0.607
O -2.934 -2.310 -4.185  -0.574
O -1.836 -2.997 -2.356  -0.388
C -0.834 -2.135 -1.831  -0.360
O -1.361 -1.060 -1.071  -0.352
C -0.911 0.156 -1.596  -0.181
C 0.305 0.673 -1.223  -0.295
C 0.698 1.851 -1.796  -0.549
C -0.057 2.537 -2.710  -0.454
C -1.285 2.017 -3.060  -1.096
C -1.691 0.837 -2.487  0.555
H -5.751 0.409 0.037  0.457
H -4.822 0.296 -1.479  0.328
H -4.049 0.852 0.000  0.341
H -3.399 -2.984 -0.590  0.259
H -5.087 -2.963 -1.125  0.507
H -0.234 -1.743 -2.659  0.492
H -0.174 -2.752 -1.216  0.199
H 0.935 0.157 -0.506  0.721
H 1.660 2.277 -1.523  0.390
H 0.236 3.475 -3.160  0.406
H -1.939 2.491 -3.779  0.467
H -2.669 0.475 -2.785  0.366
C 5.269 -3.926 -2.263  -0.906
C 4.672 -2.557 -2.506  -0.272
O 3.786 -2.183 -1.431  -0.258
C 4.360 -1.654 -0.362  0.261
O 5.530 -1.465 -0.212  -0.550
C 3.288 -1.268 0.665  1.055
F 2.358 -2.219 0.801  -0.274
F 2.655 -0.142 0.289  -0.349
F 3.811 -1.052 1.868  -0.242
H 4.482 -4.663 -2.103  0.300
H 5.874 -4.234 -3.114  0.387
H 5.899 -3.926 -1.372  0.134
H 4.063 -2.569 -3.408  0.345
H 5.443 -1.801 -2.645  0.320
C -4.594 7.097 -3.270  -1.077
C -3.624 7.585 -4.324  -0.220
O -2.306 7.757 -3.769  -0.339
C -1.557 6.667 -3.698  0.397
O -1.879 5.570 -4.048  -0.498
C -0.174 7.018 -3.135  0.862
F -0.252 7.845 -2.088  -0.252
F 0.582 7.624 -4.061  -0.272
F 0.475 5.926 -2.736  -0.211
H -4.594 7.769 -2.411  0.304
H -5.604 7.044 -3.677  0.368
H -4.315 6.108 -2.907  0.296
H -3.928 8.564 -4.689  0.319
H -3.592 6.913 -5.181  0.318
C -4.681 -1.075 7.190  -1.197
C -4.625 -0.965 5.681  -0.203
O -5.813 -0.333 5.169  -0.286
C -5.821 0.993 5.185  0.354
O -4.942 1.696 5.585  -0.507
C -7.123 1.512 4.560  0.880
F -8.188 0.826 4.988  -0.248
F -7.083 1.401 3.223  -0.241
F -7.327 2.794 4.852  -0.244
H -5.590 -1.592 7.501  0.315
H -3.818 -1.624 7.564  0.372
H -4.694 -0.089 7.655  0.318
H -4.592 -1.957 5.235  0.360
H -3.734 -0.432 5.351  0.327
C 7.497 -2.431 3.257  -1.238
C 7.365 -3.026 1.871  0.008
O 8.514 -3.835 1.549  -0.323
C 8.493 -5.082 2.000  0.344
O 7.618 -5.582 2.641  -0.510
C 9.753 -5.824 1.534  0.875
F 10.852 -5.074 1.674  -0.246
F 9.654 -6.156 0.238  -0.252
F 9.941 -6.945 2.225  -0.240
H 8.431 -1.875 3.345  0.328
H 6.665 -1.759 3.463  0.332
H 7.512 -3.210 4.019  0.338
H 7.331 -2.233 1.130  0.314
H 6.447 -3.605 1.770  0.279

## Properties
Max |F| = 2.72 eV/A
SMILES = [H]/N=C(\C)COC(=O)OCOc1ccccc1.CCOC(=O)C(F)(F)F.CCOC(=O)C(F)(F)F.CCOC(=O)C(F)(F)F.CCOC(=O)C(F)(F)F
Net charge = 0
LUMO level = 0.5 eV
HOMO-LUMO gap = 9.900 eV